1.
The following is a DFT calculation (ωB97M-V/def2-TZVPD) of a molecular structure, C35H40AsCl2FeN2O3S2.

```
86
Properties=species:S:1:pos:R:3:forces:R:3:lowdin_spin:R:1
Fe -0.506 0.446 0.318 0.571 -0.274 0.499 4.2209
C 3.542 3.776 -4.076 -0.013 -0.015 0.007 0.0000
C 2.571 3.767 -2.932 0.028 0.005 -0.033 -0.0001
C 1.262 4.214 -3.103 -0.037 0.016 0.013 0.0000
C 0.372 4.228 -2.041 -0.033 0.005 -0.052 0.0004
C 0.799 3.790 -0.793 -0.063 -0.053 0.025 0.0028
C 2.101 3.343 -0.596 0.051 -0.022 0.034 -0.0001
C 2.975 3.333 -1.666 -0.003 -0.020 0.034 0.0002
S -0.403 3.743 0.492 0.037 0.586 -0.328 0.0204
C 0.435 4.571 1.826 -0.047 -0.084 0.083 0.0061
O -0.450 2.283 0.983 0.047 -1.140 0.088 0.1313
H 3.034 3.667 -5.033 0.000 0.005 -0.001 0.0000
H 4.280 2.981 -3.975 0.001 0.004 0.003 0.0000
H 4.084 4.723 -4.098 -0.002 0.003 0.004 0.0000
H 0.939 4.561 -4.077 -0.002 0.004 0.005 0.0000
H -0.642 4.585 -2.177 -0.002 0.010 -0.008 0.0001
H 2.430 2.989 0.373 0.015 0.001 -0.005 0.0000
H 3.990 2.985 -1.519 -0.003 0.000 0.003 0.0000
H 1.373 4.066 2.046 0.003 0.005 -0.006 0.0001
H -0.230 4.540 2.687 0.004 0.011 0.018 0.0000
H 0.605 5.603 1.519 -0.016 -0.008 -0.031 0.0010
S 2.135 -0.113 -3.382 -0.194 0.026 0.146 0.0131
C 0.786 0.129 -2.376 -0.043 -0.065 -0.413 0.0176
N 1.016 0.180 -1.094 -0.276 0.134 0.370 0.0742
C 2.383 0.041 -0.832 0.206 -0.003 0.250 0.0078
C 2.989 0.092 0.425 -0.031 -0.005 -0.021 0.0009
C 4.360 -0.029 0.486 -0.010 0.011 0.024 0.0003
C 5.131 -0.211 -0.672 -0.036 0.009 -0.008 0.0000
C 4.542 -0.270 -1.917 0.000 0.016 -0.003 0.0012
C 3.155 -0.135 -1.982 -0.066 0.026 0.036 0.0032
H -0.207 0.225 -2.794 0.012 -0.022 -0.030 0.0021
H 2.389 0.199 1.319 0.052 -0.031 0.028 0.0002
H 4.854 0.005 1.447 -0.016 -0.015 -0.001 0.0000
H 6.204 -0.310 -0.587 -0.004 -0.008 0.003 0.0000
H 5.134 -0.414 -2.811 -0.007 -0.008 -0.002 0.0002
Cl 2.545 -3.201 1.647 0.101 0.058 0.036 0.0003
C 1.096 -3.626 0.813 -0.302 -0.300 -0.048 -0.0002
C 0.952 -3.223 -0.503 -0.167 0.048 -0.116 -0.0003
C -0.137 -3.651 -1.247 -0.017 0.078 -0.084 0.0001
C -1.081 -4.502 -0.691 0.069 0.084 -0.090 0.0001
C -0.939 -4.901 0.622 0.247 0.272 0.091 0.0007
Cl -2.114 -5.941 1.336 -0.091 -0.064 -0.002 0.0003
C 0.135 -4.459 1.416 0.180 -0.148 0.049 0.0003
N 0.251 -4.902 2.724 -0.346 -0.613 -0.584 0.0010
C 0.635 -4.119 3.800 0.250 0.571 0.807 0.0008
C 1.495 -4.676 4.761 -0.277 0.301 -0.590 0.0001
C 1.958 -3.902 5.796 -0.095 0.463 0.205 0.0006
C 1.556 -2.568 5.899 0.023 -0.051 0.014 -0.0001
C 0.647 -2.040 4.992 0.222 -0.037 0.312 0.0009
C 0.150 -2.801 3.947 0.221 -0.816 0.075 0.0028
C -0.991 -2.286 3.113 0.118 0.108 -0.134 0.0048
C -0.655 -1.286 2.040 -0.156 -0.986 0.880 0.0232
O -1.437 -1.210 1.030 -0.069 0.955 -0.792 0.1592
O 0.303 -0.482 2.121 -0.146 0.808 -0.882 0.0972
H 1.729 -2.616 -0.948 0.034 -0.021 -0.023 0.0000
H -0.232 -3.350 -2.283 0.016 -0.026 -0.039 0.0000
H -1.922 -4.861 -1.267 0.003 -0.016 -0.020 0.0000
H 0.051 -5.879 2.896 -0.036 0.239 -0.036 0.0000
H 1.829 -5.699 4.641 -0.016 0.001 -0.033 0.0000
H 2.641 -4.322 6.522 -0.005 0.010 0.035 0.0000
H 1.924 -1.955 6.710 -0.002 0.002 -0.005 0.0000
H 0.284 -1.029 5.123 0.014 0.052 0.039 0.0000
H -1.700 -1.768 3.768 0.009 0.082 0.012 0.0006
H -1.559 -3.090 2.650 -0.021 -0.032 -0.014 0.0015
C -4.033 1.122 1.350 -0.001 -0.034 0.000 0.0007
C -3.903 1.762 -0.028 0.142 0.055 0.180 0.0187
As -2.636 0.788 -1.143 -0.558 -0.019 -0.115 0.1149
C -3.532 -0.897 -1.541 0.190 -0.193 0.092 0.0171
C -4.904 -0.761 -2.190 0.004 0.170 -0.005 0.0073
C -2.615 1.749 -2.856 0.269 0.014 -0.064 0.0268
C -3.817 2.653 -3.112 -0.059 -0.013 0.137 0.0073
H -4.766 1.660 1.951 0.013 0.000 -0.016 0.0000
H -3.083 1.142 1.889 -0.014 0.001 0.030 0.0003
H -4.358 0.083 1.285 0.002 0.010 0.011 0.0000
H -3.536 2.788 0.049 -0.012 0.010 -0.010 0.0000
H -4.863 1.801 -0.544 0.052 -0.048 -0.073 0.0034
H -3.578 -1.435 -0.593 0.011 -0.013 -0.009 0.0002
H -2.845 -1.457 -2.180 -0.003 -0.009 0.024 0.0002
H -5.595 -0.196 -1.564 -0.013 -0.014 -0.001 0.0002
H -5.342 -1.747 -2.348 0.058 -0.001 0.026 0.0016
H -4.845 -0.272 -3.162 -0.008 -0.010 -0.005 0.0001
H -2.536 0.980 -3.629 -0.001 -0.019 0.044 0.0005
H -1.688 2.326 -2.887 0.007 0.013 -0.031 0.0009
H -4.755 2.100 -3.087 0.004 0.005 -0.007 0.0000
H -3.733 3.116 -4.095 0.039 -0.035 0.010 0.0019
H -3.882 3.454 -2.375 -0.004 0.004 -0.012 0.0002
```
Forces are in eV/Å.

Properties
* LUMO energy (spin up / spin down): -5.43 / -7.61 eV
* gap between HOMO and LUMO (spin up / spin down): 6.4 / 4.2 eV
* charge: +2
* spin multiplicity: 6
* molar mass: 802.52 g mol⁻¹
* HOMO energy (spin up / spin down): -0.4351 / -0.4349 Eh

2.
The following is a DFT calculation (ωB97M-V/def2-TZVPD) of C5H8O in the gas phase.

```
14
Properties=species:S:1:pos:R:3:forces:R:3:nbo_charge:R:1
C -0.369 -0.244 -1.571 -0.022 0.053 0.015 -0.6212
C 0.239 -0.781 -0.299 0.048 -0.084 -0.084 -0.1760
C 1.173 -0.018 0.568 0.174 0.016 -0.007 -0.3963
C -0.223 -0.303 1.077 -0.117 0.046 0.203 -0.3669
C -1.116 0.877 1.181 0.064 0.108 -0.174 0.4347
O -0.922 1.925 0.604 -0.194 -0.319 0.229 -0.5469
H -0.569 0.828 -1.498 0.057 -0.149 -0.035 0.2349
H 0.302 -0.417 -2.419 -0.068 0.038 0.120 0.2148
H -1.313 -0.760 -1.776 0.124 0.102 -0.027 0.2094
H 0.431 -1.853 -0.321 -0.095 0.129 0.036 0.2156
H 1.342 1.031 0.341 0.009 -0.185 -0.047 0.2374
H 1.996 -0.544 1.042 -0.125 0.075 -0.079 0.2205
H -0.376 -1.072 1.828 0.037 0.146 -0.069 0.2248
H -2.002 0.758 1.840 0.107 0.023 -0.082 0.1151
```
Forces are in eV/Å.

Properties
* LUMO energy: 1.06 eV
* gap between HOMO and LUMO: 10.9 eV
* charge: 0
* spin multiplicity: 1
* molar mass: 84.12 g mol⁻¹
* energy above the lowest of the compared OMol25 structures with the same formula, charge and spin: 107.4 kJ/mol
* HOMO energy: -0.3603 Eh

3.
The following is a DFT calculation (ωB97M-V/def2-TZVPD) of 13 unconnected molecules or ions with the total composition C25H50Cl14O18.

```
107
Properties=species:S:1:pos:R:3:forces:R:3:mulliken_charge:R:1
C -21.412 -9.803 -22.765 -0.572 -1.142 -0.383 0.3049
Cl -21.773 -10.020 -24.541 0.321 0.201 1.288 -0.1812
Cl -21.418 -11.408 -21.900 -0.202 0.719 -0.500 -0.2119
H -20.439 -9.392 -22.605 0.565 0.209 -0.292 0.2292
H -22.169 -9.176 -22.316 -0.190 -0.031 -0.103 -0.1896
C -18.163 -12.205 -20.222 -0.839 0.655 0.034 -0.4303
Cl -18.722 -13.042 -18.752 0.322 0.182 -0.356 -0.1431
Cl -18.542 -10.443 -20.141 0.523 -0.329 0.209 -0.0435
H -17.105 -12.366 -20.408 -0.096 0.114 0.257 0.3574
H -18.784 -12.511 -21.048 0.068 -0.497 -0.123 0.2384
C -23.871 -5.761 -21.427 -0.904 -0.774 1.201 0.6630
Cl -24.427 -7.391 -22.022 0.262 0.743 -0.191 -0.1624
Cl -24.008 -4.416 -22.563 0.280 -0.526 0.035 -0.1845
H -24.587 -5.561 -20.602 0.640 0.059 -0.681 0.1728
H -22.866 -5.937 -21.019 -0.174 0.451 -0.488 -0.4942
C -23.592 -5.791 -16.448 0.137 -0.309 0.008 -0.6750
Cl -22.942 -7.270 -15.739 0.049 -0.015 0.092 0.0351
Cl -23.776 -5.985 -18.192 0.036 0.146 -0.030 0.0017
H -24.559 -5.635 -16.030 -0.648 0.134 0.227 0.5163
H -22.956 -4.949 -16.216 0.225 -0.008 -0.108 0.0277
C -16.608 -6.731 -19.497 -0.678 -0.407 -0.398 0.7379
Cl -15.232 -7.249 -20.444 0.317 0.024 -0.081 -0.1890
Cl -16.964 -7.866 -18.167 -0.101 0.068 -0.372 -0.0845
H -16.441 -5.802 -19.029 0.742 0.973 0.503 -0.0119
H -17.425 -6.570 -20.209 -0.125 -0.684 0.490 -0.4819
C -20.180 -2.275 -20.344 -1.288 -0.916 -0.045 -0.5792
Cl -21.608 -3.118 -19.508 1.209 0.632 -0.597 -0.0954
Cl -18.780 -3.338 -20.517 -0.270 0.314 0.192 -0.0643
H -20.531 -1.974 -21.321 -0.080 -0.329 -0.212 0.3426
H -19.971 -1.378 -19.809 0.429 0.238 0.735 0.3948
C -19.738 -5.688 -22.834 0.709 -2.060 -0.465 0.6925
Cl -18.043 -6.334 -22.704 -0.542 0.474 -0.060 -0.1639
Cl -20.600 -6.662 -24.081 0.102 0.590 0.541 -0.1464
H -20.180 -5.868 -21.877 -0.408 -0.009 0.417 -0.6730
H -19.698 -4.674 -23.116 0.046 0.986 -0.408 0.4159
C -16.062 -4.725 -15.464 0.107 -0.824 0.076 -0.4725
O -15.483 -3.553 -15.950 0.811 1.613 -1.005 -0.3967
C -14.738 -3.743 -17.064 -0.250 -0.691 0.527 0.8485
O -14.491 -4.826 -17.551 -0.212 0.651 0.107 -0.5770
O -14.314 -2.578 -17.528 -0.221 0.278 0.446 -0.3580
C -13.498 -2.702 -18.682 -0.218 -0.207 -1.386 -0.5623
H -15.368 -5.494 -15.719 0.390 -1.045 0.614 0.4702
H -16.922 -4.965 -16.049 -1.068 -0.042 -0.170 0.1552
H -16.291 -4.650 -14.403 0.154 0.267 -0.273 0.1649
H -14.020 -3.345 -19.424 0.363 0.506 0.339 0.2529
H -12.566 -3.202 -18.440 0.184 0.128 0.075 0.2850
H -13.334 -1.695 -19.111 -0.117 -0.572 0.516 0.2151
C -26.089 -11.503 -21.020 1.157 -0.395 1.014 -0.5161
O -26.804 -10.585 -20.152 0.635 0.394 0.557 -0.3667
C -26.135 -10.333 -19.011 1.877 -0.371 1.882 0.9081
O -25.161 -10.964 -18.581 -1.777 0.855 -1.125 -0.6204
O -26.626 -9.262 -18.339 -0.859 -0.127 -0.849 -0.3790
C -26.231 -8.988 -16.965 0.048 -0.137 -1.040 -0.3519
H -26.716 -11.883 -21.795 -0.784 0.264 -0.340 0.2939
H -25.735 -12.356 -20.423 -0.149 0.271 -0.153 0.2729
H -25.195 -11.029 -21.446 -0.362 0.105 0.100 0.1635
H -26.906 -9.479 -16.290 -0.296 -0.493 0.242 0.3598
H -26.291 -7.919 -16.760 -0.085 -0.017 -0.585 0.1689
H -25.225 -9.318 -16.837 0.676 -0.288 0.280 0.0744
C -22.170 -9.646 -18.823 -0.600 0.291 0.878 -0.4333
O -21.754 -8.599 -19.744 -0.283 -1.065 0.917 0.4758
C -21.111 -7.613 -19.201 1.877 3.565 -0.110 -0.1837
O -20.884 -6.581 -19.861 -0.231 -1.780 1.261 -0.6892
O -20.682 -7.768 -17.906 -0.357 -0.092 -1.557 0.6852
C -19.984 -6.655 -17.274 -0.081 -1.421 0.265 -0.2773
H -21.307 -10.174 -18.401 -0.128 -0.021 -0.453 0.2482
H -22.855 -10.280 -19.382 0.271 -0.018 0.114 0.1142
H -22.706 -9.171 -17.964 0.290 -0.384 -0.802 0.0457
H -20.700 -5.917 -17.014 -0.684 0.989 -0.133 0.1302
H -19.162 -6.271 -17.867 -0.159 -0.045 -0.128 0.0204
H -19.643 -7.082 -16.321 0.184 0.020 -0.452 -0.1684
C -18.032 -10.665 -15.381 -0.283 -0.301 -0.759 -0.5652
O -19.241 -9.833 -15.270 -0.948 -1.183 -0.045 0.0018
C -20.376 -10.602 -15.384 -0.155 3.055 0.612 0.4659
O -20.384 -11.749 -15.603 0.153 -2.923 -0.600 -0.5301
O -21.533 -9.885 -15.201 1.696 0.481 0.399 -0.0834
C -22.737 -10.637 -15.352 -0.254 -0.590 1.236 -0.7363
H -17.941 -11.148 -16.366 -0.506 0.320 0.104 0.1550
H -18.015 -11.500 -14.668 -0.113 0.633 0.172 0.3211
H -17.189 -9.998 -15.305 0.020 0.264 0.520 0.2059
H -23.579 -9.953 -15.060 0.878 -0.710 -0.664 0.1138
H -22.762 -11.551 -14.707 0.179 0.901 -0.161 0.3915
H -22.734 -11.034 -16.345 -0.689 0.068 -0.812 0.3172
C -20.415 -3.052 -15.595 0.780 1.349 -0.998 -0.6507
O -21.449 -3.679 -14.881 0.481 -1.079 0.460 -0.3945
C -20.942 -4.619 -14.074 1.988 -0.846 2.030 0.9169
O -19.748 -4.792 -13.744 -2.980 0.568 -1.366 -0.5434
O -21.950 -5.319 -13.570 -1.322 1.441 -0.904 -0.2672
C -21.647 -6.274 -12.610 3.085 -0.523 0.342 -0.6024
H -19.520 -2.953 -14.995 0.142 -0.266 0.028 0.3755
H -20.731 -2.042 -15.816 -0.352 0.143 -0.178 0.2581
H -20.204 -3.564 -16.541 -0.037 -0.063 0.234 0.1986
H -22.429 -6.612 -11.991 -1.489 0.418 0.360 0.2808
H -20.819 -5.847 -11.998 -0.559 -0.708 -0.143 0.2913
H -21.296 -7.148 -13.148 0.381 -0.336 0.117 0.1645
C -14.912 -10.199 -11.119 0.670 -0.551 0.064 -0.7385
O -15.626 -9.700 -12.235 -0.610 0.860 -0.084 -0.2854
C -16.198 -8.466 -12.080 0.352 -2.358 -1.775 0.6619
O -16.164 -7.778 -11.133 0.507 1.211 2.498 -0.5340
O -16.844 -8.165 -13.193 -0.018 -0.441 -0.601 -0.1328
C -17.560 -6.951 -13.063 -0.529 1.326 -1.244 -0.3774
H -14.922 -9.531 -10.291 -0.266 0.687 0.605 0.3620
H -13.871 -10.342 -11.384 0.183 0.012 -0.327 0.2556
H -15.285 -11.166 -10.788 -0.395 -0.001 -0.262 0.2418
H -16.877 -6.078 -13.110 -0.358 -0.618 -0.036 0.1568
H -18.030 -6.912 -12.103 -0.505 0.032 0.451 0.4848
H -18.325 -6.871 -13.879 0.905 -0.309 0.745 -0.1052
```
Forces are in eV/Å.

Properties
* LUMO energy: 0.21 eV
* gap between HOMO and LUMO: 10.6 eV
* charge: 0
* spin multiplicity: 1
* molar mass: 1135.00 g mol⁻¹
* HOMO energy: -0.3823 Eh

charge of number 1 (C35H40AsCl2FeN2O3S2)? +2

What is the spin multiplicity in the third record? 1